Entry one
Below is a cluster of 2 separate species, C4H10N in total, with properties calculated with ωB97M-V with the def2-TZVPD basis set.

```
15
Properties=species:S:1:pos:R:3:nbo_charge:R:1
N -1.38 -0.10 0.02 -0.41
H -1.08 -0.89 1.98 0.25
H -1.61 -2.05 0.69 0.25
C 2.10 -0.40 -0.93 -0.42
C 2.40 0.77 -0.38 -0.37
H -1.59 -0.49 -0.90 0.43
H -2.77 -0.93 1.30 0.25
C -1.29 1.19 -0.02 0.18
H 1.68 -1.32 -0.53 0.20
C -1.71 -1.05 1.11 -0.42
H 2.58 -0.62 -1.87 0.20
H 1.82 1.22 0.42 0.16
H -1.86 1.68 -0.80 0.23
H -0.55 1.70 0.59 0.24
H 3.27 1.33 -0.68 0.22
```

## Properties
charge: +1
E_LUMO: -0.229 Eh
HOMO-LUMO gap: 7.0 eV


Entry two
Below is a cluster of 2 separate species, C4H10N in total, with properties calculated with ωB97M-V with the def2-TZVPD basis set.

```
15
Properties=species:S:1:pos:R:3:nbo_charge:R:1
C -1.94 0.81 0.38 -0.44
H 2.67 -0.82 -0.04 0.35
H 0.54 0.03 -1.99 0.30
N 3.64 -0.92 -0.19 -1.08
H 4.33 -0.27 0.18 0.39
C -0.12 0.04 -1.10 0.29
H -0.68 -0.89 0.55 0.16
H -1.58 1.68 0.94 0.27
H 3.90 -1.07 -1.15 0.37
H -3.01 0.86 0.20 0.27
C -1.58 -0.51 1.16 -0.49
C -1.10 0.83 -0.85 -0.27
H -2.46 -1.14 1.20 0.25
H -1.28 -0.34 2.19 0.25
H -1.33 1.70 -1.49 0.38
```

## Properties
charge: +1
E_LUMO: -0.328 Eh
HOMO-LUMO gap: 3.9 eV


Entry three
Below is a cluster of 2 separate species, C4H10N in total, with properties calculated with ωB97M-V with the def2-TZVPD basis set.

```
15
Properties=species:S:1:pos:R:3:nbo_charge:R:1
C -1.08 -4.04 -4.65 -0.38
H 2.15 2.15 3.42 0.25
H 2.36 3.70 2.69 0.25
C 1.74 3.15 3.41 -0.45
H -0.47 -5.25 -3.16 0.19
C -1.18 -5.20 -3.97 -0.40
N 0.33 3.16 2.95 -0.40
H 1.77 3.58 4.41 0.26
C -0.03 2.51 1.90 0.17
H 0.67 1.94 1.30 0.23
H -0.59 -3.17 -4.25 0.18
H -0.19 4.02 3.11 0.46
H -1.10 2.38 1.75 0.24
H -1.50 -3.98 -5.66 0.19
H -1.97 -5.89 -4.21 0.21
```

## Properties
charge: +1
E_LUMO: -0.226 Eh
HOMO-LUMO gap: 5.1 eV


Entry four
Below is a cluster of 2 separate species, C4H10N in total, with properties calculated with ωB97M-V with the def2-TZVPD basis set.

```
15
Properties=species:S:1:pos:R:3:nbo_charge:R:1
H -0.06 -0.98 -1.57 0.19
N -0.82 -0.09 0.21 -0.33
H -2.57 0.72 0.45 0.24
H -0.40 0.34 2.37 0.26
H 0.63 1.21 1.15 0.24
H 2.64 -1.40 -1.42 0.20
H -2.65 -0.85 -0.59 0.26
H 3.38 0.04 -0.43 0.20
C -2.20 -0.27 0.24 -0.43
C 0.05 -0.51 -0.66 0.28
H -2.39 -0.78 1.20 0.24
C -0.30 0.79 1.30 -0.42
C 2.83 -0.31 -1.31 -0.34
H 2.87 0.33 -2.16 0.19
H -1.00 1.75 1.20 0.23
```

## Properties
charge: +1
E_LUMO (spin up / spin down): -0.222 / -0.171 Eh
HOMO-LUMO gap (spin up / spin down): 7.5 / 10.4 eV


In order of decreasing stability: entry three, entry one, entry four, entry two.


Entry one
Below is an isolated molecule of C8H9N3, with properties calculated with ωB97M-V with the def2-TZVPD basis set.

```
20
Properties=species:S:1:pos:R:3:nbo_charge:R:1
H -0.46 -0.71 1.76 0.22
H 3.17 0.05 -1.89 0.42
H 3.61 0.89 0.71 0.19
H -2.99 -2.18 -0.84 0.19
C 0.88 -0.39 0.15 0.05
C -2.06 0.96 -0.18 0.45
H 1.60 0.89 1.80 0.40
C 1.53 -0.59 -1.17 0.08
C -2.38 -1.53 -0.44 -0.19
N -1.65 2.01 0.26 -0.65
H -1.63 2.83 -0.30 0.37
H 2.43 2.08 0.00 0.18
C -2.78 -0.14 -0.25 -0.46
H -3.90 -0.12 -0.10 0.25
N 1.70 0.42 0.91 -0.63
C -0.25 -0.88 0.73 -0.27
N 2.60 0.17 -1.09 -0.57
H -0.95 -2.93 -0.22 0.21
C -1.17 -1.88 0.01 -0.18
C 2.71 1.05 0.15 -0.06
```

## Properties
charge: 0
E_LUMO: 0.026 Eh
HOMO-LUMO gap: 8.1 eV


Entry two
Below is an isolated molecule of C8H9N3, with properties calculated with ωB97M-V with the def2-TZVPD basis set.

```
20
Properties=species:S:1:pos:R:3:nbo_charge:R:1
H -2.51 1.68 0.19 0.21
H 0.09 2.39 0.70 0.24
C -2.19 0.69 0.10 -0.50
H -1.78 -1.77 0.47 0.22
C -0.85 0.54 0.00 0.21
H -2.91 -0.20 0.10 0.21
H -0.77 -2.43 -0.97 0.23
H -0.25 -2.57 0.89 0.23
N 2.13 -1.35 -0.08 -0.54
H 4.19 -1.61 -0.17 0.18
C 0.15 1.65 -0.04 -0.48
C -0.79 -1.98 0.03 -0.42
C 2.78 1.33 0.02 0.02
C 1.12 -0.47 -0.12 0.45
C 3.40 -0.86 0.00 0.27
C 1.45 1.01 -0.01 -0.11
N -0.15 -0.66 -0.04 -0.40
H 0.16 2.18 -1.01 0.25
H 3.31 2.25 0.24 0.21
N 3.75 0.39 0.09 -0.49
```

## Properties
SMILES: C=C1Cc2cncnc2N1C
charge: 0
E_LUMO: 0.027 Eh
HOMO-LUMO gap: 8.8 eV


In order of decreasing stability: entry two, entry one.